(1)
Computed, not measured: C19H26N6O as an isolated structure in a non-equilibrium geometry, with ωB97M-V/def2-TZVPD.

```
52
Properties=species:S:1:pos:R:3:forces:R:3:mulliken_charge:R:1
O -4.388939 -3.415976 -0.700825 -2.560 0.708 -0.426 -0.405
N -2.271309 -0.603668 1.619183 2.629 7.843 -6.864 -0.271
N 2.417112 -0.679371 1.603219 -2.887 4.987 0.139 1.096
N 1.892722 -1.309077 2.599782 -0.896 -2.839 -1.709 -0.886
N 0.592201 -1.418536 2.357557 1.163 -5.262 7.636 -0.461
N -0.997941 0.947124 -0.011982 0.558 -2.619 1.384 -0.323
N 1.369591 1.263890 0.130225 6.865 -3.938 3.209 -0.124
C 1.288173 0.206523 0.939364 2.445 -5.313 5.700 -0.061
C 0.186187 2.607703 -1.402481 1.780 -8.078 -0.568 -1.460
C 5.065720 -2.176962 0.425252 -1.695 1.266 9.013 -0.395
C 4.064018 -0.442453 -0.861603 -1.361 -0.746 6.235 -0.445
C -3.820110 -1.104185 -0.284607 4.209 0.393 -0.632 -0.301
C -4.045582 -2.373591 0.265703 -1.844 -6.720 2.695 -0.217
C 3.850423 -0.478147 1.616183 -1.437 5.043 0.848 -1.446
C 0.842261 4.287046 0.357071 -0.654 -0.770 3.197 -1.026
C 4.368489 -1.159710 -1.881252 3.721 -4.004 -11.379 -0.530
C 0.265982 1.373708 -0.323482 -7.974 6.786 -6.411 0.123
C 4.273071 -1.120372 0.433373 1.108 4.037 -5.237 1.442
C -3.487524 -0.191494 0.895223 7.898 1.885 -8.925 -1.236
C -1.017096 -0.001142 0.896415 -2.553 -3.980 5.848 0.192
C 5.099656 -2.469348 -1.986334 -1.711 2.847 8.013 -0.614
C -0.161412 3.754874 -0.776839 -0.810 8.648 2.702 0.920
C -5.755817 -3.222650 -1.198596 2.144 1.420 -4.360 -0.735
C 5.352142 -2.931493 -0.514562 3.915 -8.118 -13.352 -0.348
C 0.153887 -0.517684 1.681917 0.628 9.573 -11.383 0.531
C -1.601243 3.878875 -0.221650 11.535 11.769 2.956 -2.168
H 5.901256 -4.109096 -0.520225 -1.572 3.904 0.699 0.162
H 5.174588 -2.527725 1.443097 0.665 -0.481 0.281 0.265
H -0.136327 4.567933 -1.538492 0.240 -0.220 0.191 0.270
H -3.055430 -1.338563 -1.152591 -0.846 1.546 1.739 0.197
H 1.114712 2.509280 -1.973325 0.146 0.710 0.337 0.399
H 3.480545 0.431161 -0.846898 -0.372 1.181 -0.400 0.601
H -1.688826 3.204139 0.377526 -1.122 -7.001 8.147 0.626
H 0.606570 3.651074 1.432995 0.710 1.434 -2.968 0.150
H -3.388669 0.947559 0.337085 0.228 -3.030 2.207 0.042
H -0.565626 2.282891 -2.059158 -1.248 -0.299 -1.188 0.470
H -2.206755 -1.389793 2.126431 0.569 -3.372 1.817 0.279
H 4.294386 -0.683714 -3.263637 -0.192 -1.012 4.508 0.080
H -5.818163 -2.288499 -1.971075 0.339 -1.841 1.820 0.208
H 4.319366 -0.728566 2.546876 -0.106 -0.703 0.426 0.519
H 1.960117 4.074644 0.134102 -1.935 0.727 0.275 0.271
H -4.991412 -2.293680 0.928356 1.564 -0.324 -0.225 0.217
H -6.563503 -3.096818 -0.566733 -1.014 0.468 2.478 0.349
H 0.586613 5.393343 0.773313 0.851 -2.469 -1.607 0.314
H 5.556647 -2.985495 -2.779899 -0.137 -0.233 -1.132 0.446
H -4.672819 -0.760514 -0.704593 -2.755 1.120 -1.591 0.502
H -1.732261 5.130680 0.230514 0.377 -4.131 -0.938 0.209
H 3.924275 0.719606 1.562782 0.330 -2.475 -0.104 0.286
H -4.041011 -0.114622 1.611947 -7.919 0.680 7.098 1.027
H -6.119021 -4.037066 -1.847213 0.996 -0.187 0.293 0.311
H -2.282014 3.773161 -0.758137 -10.369 -1.339 -9.590 0.813
H -3.191880 -3.035194 0.820688 -1.644 2.525 -0.903 0.134
```
Positions in Å, forces in eV/Å.

Summary:
E, eV: -31094.87817
Frontier orbital gap, eV: 8.190
F_max, Eh/bohr: 0.3256
Energy relative to the best compared isomer or geometry (same formula, charge and spin), eV: 20.078

***

(2)
Computed, not measured: one molecule with the formula C3H4N2O in a non-equilibrium geometry, with ωB97M-V/def2-TZVPD.

```
10
Properties=species:S:1:pos:R:3:forces:R:3:mulliken_charge:R:1
O 0.488708 1.748224 1.271794 -0.888 0.102 -0.508 -0.370
N -0.007378 -0.684106 -1.454743 -1.215 0.807 -0.559 -0.703
N 1.879098 -0.438004 0.717703 -0.291 -1.141 0.273 -0.465
C -0.503182 1.303057 0.769834 0.577 0.360 -0.482 -0.070
C -0.478460 -0.130702 0.004690 0.926 -0.819 -1.405 0.092
C 0.752636 -0.629032 0.523316 1.472 0.034 2.131 0.295
H -1.479451 1.768374 1.015193 -0.027 -0.398 -0.533 0.337
H -1.483967 -0.558159 0.116856 0.692 -0.325 0.393 0.251
H -0.210718 -1.691203 -1.391009 -0.298 0.629 0.044 0.279
H 1.019344 -0.696819 -1.608607 -0.948 0.752 0.646 0.355
```
Positions in Å, forces in eV/Å.

Summary:
SMILES: N#C[C@H](N)C=O
E, eV: -8199.97805
Frontier orbital gap, eV: 9.663
F_max, Eh/bohr: 0.0504
Energy relative to the best compared isomer or geometry (same formula, charge and spin), eV: 3.907

***

(3)
Computed, not measured: a 2-piece molecular cluster, C6H12O overall, with ωB97M-V/def2-TZVPD.

```
19
Properties=species:S:1:pos:R:3:forces:R:3:mulliken_charge:R:1
O 0.040006 -1.486465 -0.725719 -0.041 -0.043 0.018 -0.284
C 1.231062 -1.542231 0.016574 0.223 -0.030 0.204 -0.696
C -0.574234 1.671465 0.042797 0.025 0.060 -0.182 -0.219
C 0.377839 1.514398 1.209319 0.023 -0.016 0.134 -0.463
C 0.292624 -1.497717 -2.105870 -0.016 -0.003 -0.288 -0.696
C -0.564482 1.079273 2.049973 0.115 0.033 0.027 -0.412
C -1.676617 1.169137 1.026849 -0.188 -0.030 -0.004 -0.435
H 0.914760 -0.639496 -2.409592 -0.089 -0.113 0.055 0.309
H 0.806870 -2.421936 -2.415191 -0.077 0.135 0.056 0.293
H 1.876097 -0.673358 -0.193794 -0.105 -0.123 0.019 0.285
H -0.670864 -1.437261 -2.617564 0.141 -0.013 0.045 0.222
H -0.395463 0.993247 -0.797761 -0.018 0.133 0.112 -0.056
H -0.555496 0.765275 3.090743 0.024 0.054 -0.161 0.384
H -2.465221 1.898227 1.246338 0.114 -0.119 -0.036 0.271
H 1.447457 1.685359 1.306169 -0.173 -0.018 0.013 0.424
H 0.960043 -1.527408 1.074030 0.065 -0.013 -0.151 0.224
H 1.800588 -2.459151 -0.206419 -0.101 0.125 0.026 0.330
H -0.712142 2.692665 -0.330148 0.018 -0.144 0.063 0.311
H -2.132830 0.215980 0.739263 0.060 0.125 0.048 0.205
```
Positions in Å, forces in eV/Å.

Summary:
SMILES: C1=CCC1.COC
E, eV: -8461.60040
Frontier orbital gap, eV: 10.335
F_max, Eh/bohr: 0.0059
Energy relative to the best compared isomer or geometry (same formula, charge and spin), eV: 2.754

***

> E of number 1 (C19H26N6O)?

-31094.87817 eV

***

> Which value of frontier orbital gap does entry 2 give?

9.663 eV

***

> Which value of E does entry 3 give?

-8461.60040 eV

***

> Which of these has the lowest frontier orbital gap?

C19H26N6O